{
  "formula": "C31H39CaN8O4Si",
  "method": "ωB97M-V/def2-TZVPD",
  "homo_lumo_gap_ev": 6.206,
  "total_charge": 1,
  "lumo_ha": -0.10813,
  "symbols": ["Ca", "N", "C", "C", "N", "C", "C", "N", "C", "C", "N", "H", "H", "H", "H", "H", "H", "C", "O", "C", "O", "N", "N", "H", "H", "H", "H", "H", "H", "C", "Si", "C", "C", "N", "C", "C", "C", "C", "C", "C", "H", "H", "H", "H", "H", "H", "H", "H", "H", "H", "H", "H", "H", "H", "C", "O", "C", "C", "C", "C", "C", "C", "N", "C", "C", "C", "C", "C", "C", "C", "O", "H", "H", "H", "H", "H", "H", "H", "H", "H", "H", "H", "H", "H"],
  "positions_angstrom": [[-0.0148, 0.2118, -0.0188], [2.7900, 0.3968, 3.5754], [1.7695, 0.2212, 4.4826], [0.6446, 0.0584, 3.7405], [0.9454, 0.1243, 2.3986], [2.2397, 0.3360, 2.3434], [2.9519, 0.4633, 1.0782], [2.4457, 0.0629, -0.0729], [3.4067, 0.3440, -1.0207], [4.4913, 0.9094, -0.4336], [4.1886, 0.9754, 0.9097], [3.7584, 0.5344, 3.8043], [1.9374, 0.2375, 5.5442], [-0.3634, -0.0800, 4.0883], [3.2468, 0.1367, -2.0645], [5.4226, 1.2696, -0.8320], [4.7485, 1.4296, 1.6107], [-0.2709, 0.1768, -4.9178], [-1.4201, 0.3992, -4.0824], [-1.2779, 0.2803, -2.7691], [-0.2421, -0.1017, -2.2200], [-2.4133, 0.6313, -2.1341], [-2.4075, 0.7906, -0.7363], [-0.5039, -0.6470, -5.5881], [0.6019, -0.0537, -4.3158], [-0.1064, 1.0867, -5.4883], [-3.0868, 1.1413, -2.6870], [-3.3361, 0.6135, -0.3818], [-2.0537, 1.7328, -0.5030], [-1.3539, 3.6786, -2.7047], [0.1621, 3.5734, -1.5777], [1.5517, 2.9210, -2.6626], [0.6039, 5.3242, -1.0886], [-0.1821, 2.5432, -0.2410], [0.0541, 2.9565, 1.0684], [1.2772, 3.5112, 1.5012], [1.4910, 3.8649, 2.8241], [0.4997, 3.6817, 3.7832], [-0.7123, 3.1388, 3.3838], [-0.9281, 2.7832, 2.0609], [-1.4273, 4.6787, -3.1393], [-2.2790, 3.5045, -2.1482], [-1.3190, 2.9762, -3.5428], [1.5609, 3.4384, -3.6273], [1.4439, 1.8496, -2.8555], [2.5260, 3.0799, -2.1915], [0.4511, 5.9815, -1.9485], [1.6438, 5.4294, -0.7753], [-0.0218, 5.6891, -0.2704], [2.0701, 3.6466, 0.7732], [2.4416, 4.3020, 3.1102], [0.6628, 3.9725, 4.8123], [-1.5073, 3.0011, 4.1075], [-1.8945, 2.3811, 1.7692], [-2.9728, -4.9981, 0.7584], [-1.7842, -4.5058, 0.1464], [-1.8945, -3.8538, -1.0263], [-3.1006, -3.6449, -1.6921], [-3.1143, -3.0788, -2.9556], [-1.9285, -2.7153, -3.5788], [-0.7355, -2.8814, -2.9014], [-0.7085, -3.4098, -1.6190], [0.5770, -3.5916, -1.0294], [1.0184, -3.6440, 0.2224], [0.4089, -3.2909, 1.4232], [0.9122, -3.9240, 2.6025], [0.2458, -3.8379, 3.7818], [-0.9621, -3.0868, 3.8283], [-1.4266, -2.3944, 2.7532], [-0.7124, -2.3954, 1.5133], [-1.0157, -1.6031, 0.5688], [-2.6487, -5.5026, 1.6631], [-3.4830, -5.7042, 0.1017], [-3.6436, -4.1779, 1.0202], [-4.0274, -3.9541, -1.2326], [-4.0594, -2.9427, -3.4643], [-1.9347, -2.3066, -4.5796], [0.1992, -2.5776, -3.3589], [1.2858, -3.7914, -1.7197], [2.0160, -4.0702, 0.2852], [1.8109, -4.5265, 2.5252], [0.6087, -4.3453, 4.6641], [-1.5147, -3.0452, 4.7600], [-2.3226, -1.7885, 2.8096]],
  "mulliken_charge": [2.75, 0.01, -1.01, -0.60, 1.06, -0.28, -0.38, 0.06, -0.63, -0.73, -0.06, 0.19, 0.47, 0.58, 0.44, 0.45, 0.21, -0.67, -0.49, 0.67, -0.75, 0.05, -0.35, 0.30, 0.25, 0.31, 0.35, 0.25, 0.16, -1.06, -0.14, -0.58, -1.22, -0.30, -0.33, 0.13, -1.06, -0.56, -0.69, 0.08, 0.53, 0.23, 0.16, 0.42, -0.19, 0.30, 0.45, 0.32, 0.35, 0.49, 0.42, 0.44, 0.46, 0.31, -1.15, -0.37, 0.63, -0.67, -1.04, -0.67, -0.37, 0.81, 0.15, -0.96, 1.47, -1.09, -1.01, -0.56, -1.05, 1.44, -1.45, 0.26, 0.44, 0.42, 0.52, 0.45, 0.38, 0.25, 0.36, 0.46, 0.42, 0.44, 0.49, 0.46]
}

***

{
  "formula": "C5H8N2O",
  "method": "ωB97M-V/def2-TZVPD",
  "homo_lumo_gap_ev": 8.741,
  "smiles": "CC1=C(O)[C@@]2(C)NN12",
  "total_charge": 0,
  "lumo_ha": 0.02537,
  "symbols": ["C", "C", "C", "O", "C", "C", "N", "N", "H", "H", "H", "H", "H", "H", "H", "H"],
  "positions_angstrom": [[2.4675, -0.5287, 0.1156], [1.0177, -0.2467, 0.0434], [0.2158, 0.8028, -0.1869], [0.3220, 2.1031, -0.5683], [-1.0251, -0.0607, -0.1609], [-2.3116, 0.2763, 0.5089], [-0.8285, -1.0927, -1.0887], [-0.0324, -1.2534, 0.1949], [2.7246, -0.9587, 1.0845], [2.7401, -1.2580, -0.6487], [3.0428, 0.3841, -0.0337], [1.1410, 2.4824, -0.2296], [-2.9623, -0.5942, 0.5750], [-2.8103, 1.0666, -0.0533], [-2.1107, 0.6502, 1.5123], [-1.5906, -1.7724, -1.0644]],
  "mulliken_charge": [-1.12, 0.42, 0.23, -0.56, 0.76, -1.24, -0.47, -0.47, 0.29, 0.28, 0.29, 0.32, 0.39, 0.30, 0.28, 0.29]
}

***

{
  "formula": "C2H4N2S3",
  "method": "ωB97M-V/def2-TZVPD",
  "homo_lumo_gap_ev": [6.499, 6.614],
  "total_charge": 0,
  "lumo_ha": [-0.05361, -0.05505],
  "symbols": ["C", "C", "N", "N", "S", "S", "S", "H", "H", "H", "H"],
  "positions_angstrom": [[0.3397, -0.9529, 1.1974], [-0.8712, -0.4457, 0.9040], [1.0210, -1.4380, 0.1815], [-1.9188, -0.0066, 0.5820], [0.6085, -1.4612, -1.4693], [0.2497, 1.9890, -0.7580], [-3.1760, 0.6139, -0.0883], [0.6900, -1.3956, 2.1262], [1.8894, -1.7679, 0.5022], [1.2650, 1.7090, -1.5977], [-0.0972, 3.1560, -1.5799]],
  "mulliken_charge": [-0.29, 0.32, -0.18, -0.06, -0.20, -0.31, -0.13, 0.32, 0.23, 0.12, 0.17]
}

***

{
  "formula": "C5H7NO",
  "method": "ωB97M-V/def2-TZVPD",
  "homo_lumo_gap_ev": 10.288,
  "smiles": "O=C1CN2CC[C@@H]12",
  "total_charge": 0,
  "lumo_ha": 0.03566,
  "symbols": ["O", "C", "C", "N", "C", "C", "C", "H", "H", "H", "H", "H", "H", "H"],
  "positions_angstrom": [[-2.0353, -0.9728, -1.0570], [-1.4176, -0.2910, -0.2903], [-1.0611, -0.3621, 1.1973], [0.1410, 0.4697, 0.9184], [1.2999, -0.2296, 0.2801], [0.9203, 0.3141, -1.1189], [-0.3624, 0.8163, -0.4506], [-1.7478, 0.2329, 1.8122], [-0.9155, -1.3454, 1.6541], [1.3076, -1.3252, 0.3663], [2.2398, 0.1540, 0.6827], [0.7726, -0.4188, -1.9159], [1.5701, 1.1169, -1.4704], [-0.7115, 1.8412, -0.6079]],
  "mulliken_charge": [-0.56, 0.45, -0.49, -0.37, -0.38, -0.63, 0.00, 0.24, 0.30, 0.25, 0.32, 0.26, 0.25, 0.33]
}

***

{
  "formula": "C5H9N",
  "method": "ωB97M-V/def2-TZVPD",
  "homo_lumo_gap_ev": [4.439, 5.603],
  "total_charge": -1,
  "s_squared": 0.758,
  "lumo_ha": [0.15212, 0.14891],
  "multiplicity": 2,
  "symbols": ["C", "N", "C", "C", "C", "C", "H", "H", "H", "H", "H", "H", "H", "H", "H"],
  "positions_angstrom": [[0.8011, 2.2370, 0.0261], [0.9202, 0.8262, -0.4695], [0.0346, -0.1493, 0.0813], [-0.2631, -0.3299, 1.3593], [-0.8703, -2.3999, -0.4658], [-0.3253, -1.2268, -0.9086], [-0.1842, 2.3340, 0.6871], [0.7621, 2.9332, -0.8388], [1.7306, 2.4553, 0.5915], [0.7440, 0.7081, -1.4595], [-0.1867, 0.5404, 2.0086], [-0.5811, -1.2237, 1.9519], [-1.8279, -2.3134, 0.0630], [-0.5258, -3.3908, -0.6629], [-0.2281, -1.0006, -1.9637]],
  "mulliken_spin": [0.03, -0.02, 0.06, 0.17, 0.59, 0.16, 0.01, -0.01, 0.00, 0.01, 0.00, -0.03, -0.01, 0.01, 0.04]
}

***

{
  "formula": "C20H26N5O5Ta",
  "method": "ωB97M-V/def2-TZVPD",
  "homo_lumo_gap_ev": 7.580,
  "total_charge": 2,
  "lumo_ha": -0.27343,
  "symbols": ["Ta", "O", "C", "C", "C", "C", "C", "C", "C", "N", "C", "C", "N", "C", "C", "C", "C", "C", "C", "C", "O", "H", "H", "H", "H", "H", "H", "H", "H", "H", "H", "H", "H", "H", "H", "O", "N", "O", "O", "C", "C", "C", "C", "N", "N", "H", "H", "H", "H", "H", "H", "H", "H", "H", "H", "H", "H"],
  "positions_angstrom": [[-0.5142, -0.4081, 0.3347], [-0.9689, 1.1193, -0.7089], [-1.9209, 2.0383, -0.9907], [-1.6957, 3.0072, -1.9493], [-2.6917, 3.9411, -2.1957], [-3.9004, 3.9189, -1.4979], [-4.1175, 2.9478, -0.5478], [-3.1251, 1.9889, -0.2823], [-3.3666, 0.9666, 0.6793], [-2.5736, -0.0019, 1.0329], [-3.1773, -0.9367, 2.0250], [-2.1248, -1.9290, 2.4768], [-1.3161, -2.2133, 1.2878], [-1.1517, -3.4387, 0.9082], [-0.4955, -3.8789, -0.2858], [-0.3355, -5.2539, -0.5189], [0.2248, -5.6978, -1.6963], [0.6085, -4.7764, -2.6693], [0.4457, -3.4122, -2.4739], [-0.0922, -2.9777, -1.2796], [-0.2788, -1.6464, -1.0586], [-0.7617, 3.0246, -2.4940], [-2.5243, 4.7017, -2.9467], [-4.6591, 4.6591, -1.7069], [-5.0499, 2.9112, 0.0022], [-4.3451, 0.9985, 1.1594], [-3.9963, -1.4646, 1.5336], [-3.5752, -0.3752, 2.8691], [-2.5828, -2.8358, 2.8700], [-1.4909, -1.5017, 3.2536], [-1.5759, -4.2199, 1.5385], [-0.6551, -5.9587, 0.2387], [0.3562, -6.7560, -1.8707], [1.0353, -5.1255, -3.6001], [0.7254, -2.6962, -3.2342], [-0.1424, 0.3554, 2.2493], [0.9438, -0.3442, 2.5184], [1.5850, -0.1963, 3.4796], [1.1522, -1.2063, 1.5962], [3.5493, 3.0707, 1.3041], [3.3334, 1.9598, 0.2839], [3.4294, 2.5100, -1.1378], [4.3335, 0.8320, 0.5077], [1.9626, 1.4449, 0.5864], [1.4993, 0.4413, -0.3366], [4.5391, 3.5062, 1.1758], [3.4710, 2.6853, 2.3205], [2.8183, 3.8730, 1.1771], [4.4062, 2.9647, -1.2975], [2.6767, 3.2834, -1.3126], [3.3263, 1.7311, -1.8985], [5.3474, 1.2195, 0.4160], [4.2457, 0.0333, -0.2352], [4.2253, 0.4044, 1.5052], [1.3073, 2.2203, 0.5108], [2.2006, -0.2982, -0.3178], [1.4570, 0.7915, -1.2969]],
  "mulliken_charge": [1.80, 0.03, 0.48, -0.85, -0.56, -0.81, -0.95, 0.69, 0.28, -0.09, -0.83, -0.90, -0.04, 0.29, 0.42, -0.89, -0.81, -0.48, -0.58, 0.52, -0.87, 0.48, 0.44, 0.44, 0.43, 0.51, 0.44, 0.57, 0.57, 0.23, 0.43, 0.43, 0.44, 0.43, 0.49, -0.58, 1.22, -0.53, -0.57, -1.65, 1.18, -1.62, -1.67, -0.04, -0.43, 0.42, 0.39, 0.42, 0.45, 0.37, 0.38, 0.47, 0.39, 0.36, 0.26, 0.31, 0.31]
}

***

Q: Which relative energy (zero: lowest compared OMol25 entry of this formula, charge and spin) values were calculated for the entries above? A: 15.1, 95.6, 78.4, 55.0, 37.8, 0.3, in kcal per mole.